Entry 1:
{
  "formula": "C38H56BaN7O3Si3",
  "method": "ωB97M-V with the def2-TZVPD basis set",
  "charge": -1,
  "lumo_energy_ha": 0.08168,
  "homo_energy_ev": -3.776,
  "orbital_gap_ev": 6.0,
  "species": ["Ba", "C", "C", "C", "C", "C", "C", "N", "C", "C", "C", "C", "C", "N", "C", "C", "C", "C", "C", "C", "N", "H", "H", "H", "H", "H", "H", "H", "H", "H", "H", "H", "H", "H", "H", "H", "C", "C", "C", "C", "C", "C", "N", "N", "Si", "C", "C", "C", "H", "H", "H", "H", "H", "H", "H", "H", "H", "H", "H", "H", "H", "H", "H", "C", "Si", "C", "C", "C", "Si", "C", "C", "C", "H", "H", "H", "H", "H", "H", "H", "H", "H", "H", "H", "H", "H", "H", "H", "H", "H", "H", "H", "O", "H", "H", "C", "N", "C", "C", "C", "O", "N", "C", "O", "H", "H", "H", "H", "H"],
  "positions_angstrom": [[-0.427964, -0.176939, -0.294245], [0.475436, 0.449561, 3.903655], [1.761736, -0.258739, 3.657455], [2.614336, -0.562239, 4.721055], [3.826036, -1.168739, 4.450755], [4.114236, -1.516339, 3.143855], [3.165836, -1.254139, 2.150055], [2.044936, -0.596239, 2.410555], [3.408636, -1.743639, 0.778055], [4.133236, -2.929039, 0.604855], [4.393736, -3.374239, -0.676845], [3.901436, -2.644439, -1.744645], [3.142036, -1.500439, -1.482145], [2.924436, -1.059539, -0.250045], [2.582436, -0.748239, -2.626545], [2.036036, -1.443239, -3.704145], [1.555436, -0.720939, -4.783045], [1.665536, 0.655861, -4.761345], [2.236436, 1.267561, -3.646745], [2.429436, 2.751461, -3.612245], [2.668636, 0.578561, -2.603545], [-0.304464, -0.293039, 4.056355], [0.201036, 1.040961, 3.033555], [0.537936, 1.078261, 4.788555], [2.334136, -0.304139, 5.731755], [4.536736, -1.374639, 5.241055], [5.064936, -1.965139, 2.899455], [4.437036, -3.510139, 1.461355], [4.958736, -4.284639, -0.835145], [4.098736, -2.947339, -2.762845], [1.946336, -2.517839, -3.675445], [1.107836, -1.231139, -5.623945], [1.299336, 1.261361, -5.576345], [3.139036, 3.045961, -4.387545], [2.809336, 3.034161, -2.634945], [1.482836, 3.250761, -3.803945], [-1.197564, 3.441961, -2.597545], [-1.416564, 2.173161, -3.360645], [-1.953564, 2.184661, -4.638445], [-2.238264, 0.953761, -5.229845], [-1.956264, -0.200039, -4.553145], [-1.310664, -0.146239, -3.285545], [-1.077664, 1.059261, -2.726545], [-0.924964, -1.198539, -2.588545], [-1.238764, -2.844939, -2.873245], [-0.791764, -3.523139, -4.627545], [-3.082264, -3.273839, -2.585245], [-0.200164, -3.863239, -1.659145], [-1.047364, 4.287061, -3.264845], [-0.342864, 3.323761, -1.937045], [-2.070864, 3.638461, -1.976545], [-2.189964, 3.112861, -5.137345], [-2.679464, 0.907161, -6.217445], [-2.202664, -1.168339, -4.953345], [-0.939064, -2.768639, -5.392745], [-1.395864, -4.384139, -4.900645], [0.249836, -3.826039, -4.670845], [-3.733664, -2.684539, -3.224945], [-3.339764, -3.045939, -1.556245], [-3.305064, -4.322939, -2.759445], [0.831436, -3.533139, -1.636045], [-0.207864, -4.918239, -1.911845], [-0.593164, -3.768839, -0.656645], [-2.425364, 3.740861, 3.981055], [-2.388264, 2.616861, 2.413755], [-2.846764, 0.901861, 3.163255], [-3.952064, 3.106261, 1.403955], [-0.882664, 2.785061, 1.295455], [0.633736, 3.834161, 1.659255], [0.465136, 5.233561, 2.992355], [2.240836, 2.906361, 2.177655], [1.154936, 4.800461, 0.072255], [-3.354664, 3.634461, 4.535155], [-2.315864, 4.783661, 3.710155], [-1.610964, 3.485861, 4.651255], [-3.926564, 0.774061, 3.177455], [-2.498964, 0.792461, 4.186955], [-2.437664, 0.087561, 2.572455], [-4.865364, 3.121361, 1.995055], [-4.095264, 2.393561, 0.596155], [-3.837764, 4.091061, 0.959755], [-1.278564, 3.144061, 0.345155], [0.326536, 4.805461, 3.980555], [-0.400564, 5.855961, 2.783755], [1.336036, 5.885861, 3.038555], [2.286636, 2.725261, 3.247555], [3.129336, 3.473461, 1.910155], [2.301236, 1.944661, 1.674255], [0.305836, 5.308661, -0.373545], [1.546436, 4.105061, -0.662945], [1.922636, 5.549061, 0.255055], [-3.969064, 0.153361, -1.398645], [-3.809764, -0.489239, -0.695545], [-3.300864, -0.059139, -2.055645], [0.115136, -4.479739, 4.132655], [-0.718464, -3.800439, 3.176955], [-2.069764, -3.809939, 3.237955], [-2.812764, -3.134939, 2.341755], [-2.120464, -2.311839, 1.357455], [-2.738264, -1.569439, 0.579155], [-0.782464, -2.362639, 1.314055], [-0.052664, -3.131139, 2.110255], [1.152036, -3.307939, 2.009255], [-0.500564, -4.976239, 4.879455], [0.785036, -3.761539, 4.611055], [0.741836, -5.212539, 3.622655], [-2.507064, -4.392639, 4.043155], [-3.890664, -3.141639, 2.366855]],
  "forces_ev_per_angstrom": [[0.537, 1.000, 1.215], [-0.037, -0.109, -0.081], [0.216, 0.106, 0.442], [0.135, -0.073, -0.112], [-0.146, 0.010, -0.018], [-0.116, 0.057, -0.188], [0.411, 0.037, 0.678], [-0.267, 0.002, -0.592], [0.271, -0.501, -0.232], [-0.113, 0.135, -0.096], [-0.107, 0.095, 0.088], [-0.065, 0.057, 0.095], [0.490, -0.537, -0.086], [-0.555, 0.346, 0.084], [-0.219, -0.210, -0.595], [0.091, 0.174, 0.154], [0.142, 0.114, -0.008], [-0.018, -0.183, 0.078], [-0.055, 0.082, -0.335], [-0.066, -0.117, 0.041], [0.132, 0.029, 0.460], [-0.231, -0.053, 0.060], [-0.085, 0.154, -0.074], [-0.077, 0.092, 0.048], [-0.031, 0.087, 0.054], [0.003, 0.014, 0.025], [0.019, -0.058, -0.063], [0.029, 0.015, 0.047], [-0.011, 0.016, -0.035], [-0.032, 0.016, -0.038], [0.007, -0.087, 0.029], [-0.087, -0.011, -0.037], [-0.051, 0.055, -0.094], [0.012, 0.105, 0.034], [0.015, 0.130, 0.002], [-0.067, 0.173, -0.004], [0.007, -0.073, -0.037], [0.043, 0.451, -0.256], [-0.045, -0.031, -0.041], [0.047, 0.088, 0.046], [0.019, -0.161, 0.039], [-0.336, 0.188, -0.838], [0.111, 0.205, 0.269], [0.098, -1.187, 0.075], [-0.376, -1.006, -0.278], [-0.075, 0.447, 0.514], [0.687, 0.196, -0.093], [-0.440, 0.328, -0.379], [0.020, 0.123, -0.022], [0.049, 0.120, 0.071], [-0.053, 0.069, 0.103], [0.021, 0.081, 0.035], [-0.089, 0.015, -0.036], [-0.065, -0.086, -0.182], [-0.016, 0.121, -0.216], [-0.143, -0.167, 0.082], [0.259, -0.082, 0.009], [-0.117, 0.146, -0.137], [-0.076, 0.107, 0.252], [0.062, -0.234, -0.086], [0.358, 0.109, 0.016], [-0.031, -0.254, -0.173], [-0.060, 0.061, 0.328], [0.087, -0.364, -0.567], [0.076, 0.546, -0.361], [0.294, 0.359, -0.322], [0.539, -0.197, 0.259], [0.237, 0.028, 1.129], [-0.384, 0.091, -0.201], [-0.010, -0.560, -0.401], [-0.568, 0.178, -0.208], [-0.237, -0.409, 0.451], [-0.229, -0.142, 0.046], [0.050, 0.280, -0.066], [0.236, -0.044, 0.206], [-0.208, 0.049, -0.044], [0.163, -0.002, 0.182], [0.041, -0.206, -0.062], [-0.090, -0.081, 0.219], [-0.047, -0.151, -0.233], [0.109, 0.205, -0.095], [-0.095, 0.087, -0.235], [-0.064, -0.079, 0.239], [-0.180, 0.096, -0.064], [0.231, -0.012, -0.111], [-0.041, -0.082, 0.272], [0.113, 0.211, -0.065], [0.031, -0.173, -0.088], [-0.249, 0.089, -0.091], [0.110, -0.184, -0.254], [0.161, 0.052, 0.192], [-0.035, 0.100, 0.091], [-0.005, -0.127, 0.178], [-0.004, -0.008, -0.188], [0.357, -0.143, 0.039], [0.183, 0.255, -0.311], [-0.306, 0.047, -0.090], [-0.080, 0.101, -0.024], [-0.366, -0.850, 0.915], [-0.261, 0.648, -0.707], [0.075, 0.525, -0.637], [0.101, -0.742, 0.904], [0.421, -0.131, -0.036], [-0.071, 0.045, 0.013], [-0.029, -0.084, 0.068], [-0.014, -0.027, 0.076], [0.037, 0.044, -0.072], [-0.013, 0.027, 0.041]]
}

Entry 2:
{
  "formula": "C38H56Br3Cl8F3O5PS2",
  "method": "ωB97M-V with the def2-TZVPD basis set",
  "charge": -1,
  "lumo_energy_ha": 0.07097,
  "homo_energy_ev": -5.902,
  "orbital_gap_ev": 7.8,
  "species": ["C", "O", "C", "C", "C", "C", "C", "C", "C", "C", "C", "C", "C", "C", "C", "C", "C", "C", "O", "P", "C", "C", "C", "C", "C", "C", "C", "C", "C", "Br", "C", "C", "Br", "S", "O", "O", "C", "F", "F", "F", "O", "C", "S", "Br", "H", "H", "H", "H", "H", "H", "H", "H", "H", "H", "H", "H", "H", "H", "H", "H", "H", "H", "H", "H", "H", "H", "H", "H", "H", "H", "H", "H", "H", "H", "H", "H", "H", "H", "H", "H", "H", "H", "H", "H", "Cl", "C", "C", "Cl", "H", "H", "H", "H", "Cl", "C", "C", "Cl", "H", "H", "H", "H", "Cl", "C", "C", "Cl", "H", "H", "H", "H", "Cl", "C", "C", "Cl", "H", "H", "H", "H"],
  "positions_angstrom": [[0.395967, 5.778720, 1.944970], [1.233013, 4.661812, 2.126148], [2.255610, 4.603955, 1.148919], [1.963892, 3.537114, 0.116715], [3.003500, 3.625407, -0.996539], [4.198426, 2.692990, -0.853839], [3.881117, 1.197306, -0.781951], [3.841439, 0.621475, 0.626302], [3.179582, -0.753848, 0.715532], [1.726752, -0.860282, 0.210220], [1.735607, -1.702102, -1.073414], [0.381241, -2.301856, -1.478959], [0.159318, -3.364870, -0.390154], [1.006856, -4.389547, -0.200143], [0.861998, -5.296074, 0.768106], [-0.183868, -5.183290, 1.610644], [-1.040689, -4.190342, 1.402895], [-0.880591, -3.299002, 0.430494], [-0.687879, -1.420406, -1.308669], [-1.745258, -1.337065, -2.650756], [-3.228762, -1.047097, -1.484602], [-3.208085, 0.049352, -0.466360], [-4.193347, 0.964218, -0.501811], [-4.299459, 1.944111, 0.392432], [-3.408621, 2.052280, 1.395677], [-2.432719, 1.145000, 1.480034], [-1.443044, 1.199900, 2.607871], [-2.356272, 0.173633, 0.568132], [-1.366932, 0.467232, -3.098939], [0.489462, 0.940046, -2.944630], [-2.189598, 1.407342, -3.534397], [-3.644953, 1.244394, -3.730052], [-1.592081, 3.172230, -3.957368], [-2.973425, -1.841216, -4.554634], [-4.411408, -1.913674, -4.364941], [-2.549490, -3.170206, -4.863918], [-2.493702, -0.931461, -6.139663], [-3.383551, -0.016475, -6.507687], [-2.505651, -1.825309, -7.119450], [-1.287003, -0.400089, -6.125538], [-0.431606, -1.933084, -3.631376], [0.360757, -2.785957, -2.974171], [1.984516, -2.645689, -3.838802], [-0.109799, -4.715384, -3.186259], [0.791796, 6.655814, 2.449985], [0.233501, 6.002567, 0.896178], [-0.562149, 5.516534, 2.351119], [2.338501, 5.544687, 0.620055], [3.181784, 4.384292, 1.665699], [0.991782, 3.718906, -0.324861], [1.899929, 2.567987, 0.585805], [2.521224, 3.411721, -1.935799], [3.382867, 4.641600, -0.993466], [4.791112, 2.828882, -1.750325], [4.836587, 2.972400, -0.021644], [4.720349, 0.723531, -1.275846], [3.001878, 0.940557, -1.354882], [3.425216, 1.312244, 1.348061], [4.872778, 0.481339, 0.932842], [3.176644, -1.037584, 1.764152], [3.833910, -1.450785, 0.209083], [1.054959, -1.227174, 0.971875], [1.384174, 0.127137, -0.075181], [2.148029, -1.065701, -1.840474], [2.458944, -2.487788, -0.932521], [1.844535, -4.463974, -0.866628], [1.633138, -6.071088, 0.832990], [-0.302842, -5.878895, 2.413846], [-1.873576, -4.121284, 2.074591], [-1.621765, -2.537700, 0.352325], [-2.008178, -2.729424, -2.416865], [-4.190670, -1.010371, -1.977330], [-3.235202, -1.968756, -0.924191], [-4.933981, 0.907552, -1.272786], [-5.098041, 2.649587, 0.280626], [-3.521250, 2.859748, 2.088254], [-1.887308, 1.768050, 3.410023], [-0.495365, 1.613648, 2.302845], [-1.331005, 0.197304, 2.998960], [-1.572823, -0.550745, 0.688480], [-4.151801, 1.991201, -3.134242], [-4.099533, 0.291622, -3.515070], [-3.902599, 1.522038, -4.742984], [1.529302, -2.560944, -5.089703], [-0.487817, 9.044560, 5.359778], [-0.260418, 7.745530, 6.559516], [-0.179374, 6.385410, 5.919292], [-1.732643, 5.878002, 5.213854], [-1.078030, 7.800499, 7.272919], [0.669667, 7.957800, 7.083756], [0.084922, 5.642080, 6.669184], [0.568916, 6.358674, 5.131018], [5.261690, -8.155332, 2.396353], [4.100645, -8.244584, 3.746395], [2.735416, -8.692228, 3.295434], [1.930625, -7.465190, 2.277868], [4.060622, -7.267519, 4.220178], [4.503130, -8.958725, 4.462760], [2.098260, -8.854335, 4.164181], [2.787465, -9.618895, 2.729752], [2.624707, 4.084382, -4.926935], [1.487149, 4.015998, -6.296318], [1.274168, 2.606372, -6.781049], [2.735344, 1.939131, -7.560742], [1.868039, 4.659488, -7.085212], [0.541679, 4.424701, -5.944411], [0.481372, 2.590531, -7.526556], [0.994157, 1.943651, -5.965065], [-3.562519, -1.914285, 3.935575], [-4.032908, -3.058238, 5.217097], [-2.844309, -3.561272, 5.994627], [-1.799180, -4.609737, 5.005575], [-4.578502, -3.876500, 4.754753], [-4.708517, -2.527453, 5.886107], [-3.181251, -4.155201, 6.842821], [-2.238615, -2.740241, 6.368433]],
  "forces_ev_per_angstrom": [[-0.106, -0.406, 0.076], [0.070, 0.242, 0.040], [-0.413, -0.726, 0.118], [0.061, 0.438, -0.271], [0.175, -0.633, 0.707], [-0.265, -0.191, -0.436], [0.597, 0.294, 0.310], [-0.038, -0.374, -0.180], [-0.354, 0.495, 0.738], [0.709, 0.082, -0.842], [-0.312, 0.931, 0.162], [0.375, -0.977, 1.706], [0.483, 1.044, -2.495], [2.291, 0.106, -1.859], [1.909, -1.759, 0.100], [0.598, -2.015, 1.308], [-2.365, -0.286, 2.413], [-2.222, 2.067, -0.141], [0.101, 1.415, -1.138], [0.042, -1.522, 2.382], [0.395, 0.527, 0.293], [-0.183, -1.065, -1.572], [-1.763, -0.122, -2.045], [-1.479, 1.817, 0.158], [-0.903, 1.892, 0.855], [1.821, 0.494, 2.235], [-0.719, -0.386, 0.051], [2.156, -2.406, -0.286], [1.116, 0.005, -0.175], [-0.151, -0.115, -0.008], [-0.025, -0.499, 0.231], [-0.634, 0.979, -0.321], [-0.222, 0.028, -0.040], [-0.849, -1.623, 0.767], [-0.782, 2.044, -0.084], [1.676, -1.067, -0.751], [-0.673, -0.705, -0.674], [-0.362, 0.949, 0.222], [0.077, -0.655, -0.431], [0.552, 0.508, 0.477], [-0.474, 0.874, -0.731], [0.872, 0.431, -0.707], [0.885, -0.001, 0.472], [-0.509, -0.117, -0.022], [0.087, 0.316, 0.084], [0.074, 0.096, -0.350], [-0.522, 0.045, 0.398], [0.174, 0.486, 0.058], [0.423, 0.052, 0.081], [-0.412, 0.156, 0.041], [0.073, -0.387, 0.095], [-0.116, 0.064, -0.503], [0.021, 0.352, -0.426], [0.338, 0.221, -0.217], [0.113, 0.092, 0.328], [0.063, -0.486, -0.309], [-0.431, 0.093, -0.160], [-0.394, 0.237, 0.125], [0.341, 0.090, 0.245], [0.201, -0.186, 0.242], [0.053, -0.366, -0.244], [-0.150, -0.306, 0.208], [-0.328, 0.328, 0.101], [0.012, 0.153, -0.377], [0.069, -0.549, -0.126], [0.388, -0.235, -0.249], [-0.687, 0.735, -0.318], [-0.216, -0.298, 0.411], [-0.467, 0.257, 0.181], [-0.234, 0.422, -0.243], [-0.554, 0.041, -0.759], [-0.069, -0.113, -0.444], [0.158, -0.576, -0.036], [-0.360, -0.103, -0.394], [-0.371, 0.367, 0.109], [0.161, 0.324, 0.523], [0.169, 0.483, 0.347], [0.386, 0.134, 0.017], [0.460, -0.315, 0.077], [0.340, -0.205, -0.058], [-0.164, 0.205, 0.381], [0.306, -0.339, 0.061], [-0.033, -0.101, -0.414], [-0.460, -0.126, 0.048], [-0.024, 0.012, 0.000], [0.068, 0.019, 0.110], [0.090, -0.121, -0.032], [-0.049, 0.013, -0.009], [-0.074, 0.014, -0.057], [0.040, -0.013, -0.041], [-0.018, 0.021, 0.044], [-0.036, 0.021, -0.058], [0.003, 0.023, 0.001], [0.046, -0.041, 0.128], [-0.221, -0.015, 0.008], [0.524, -1.012, 0.816], [-0.009, 0.059, -0.083], [-0.004, -0.046, -0.024], [0.038, 0.034, 0.036], [0.040, 0.023, -0.062], [0.064, 0.056, 0.037], [-0.134, 0.042, -0.028], [-0.147, -0.071, 0.032], [0.021, -0.004, -0.002], [0.108, -0.038, 0.000], [-0.024, -0.083, 0.052], [0.004, 0.032, -0.023], [0.068, -0.005, 0.038], [-0.002, -0.023, -0.031], [-0.088, 0.078, 0.018], [-0.013, -0.038, 0.103], [0.062, -0.017, 0.020], [0.053, -0.024, -0.063], [0.032, 0.025, 0.031], [-0.054, -0.025, -0.028], [0.039, 0.036, -0.081]]
}